Record 1
Here is a cluster of 2 separate species, C5H13NOPS in total from the Open Molecules 2025 dataset. Energies are from ωB97M-V/def2-TZVPD.

Properties
frontier orbital gap = 9.2 eV
total charge = +1
2S+1 = 1
energy above the lowest of the compared OMol25 structures with the same formula, charge and spin = 4.0547 eV

CARTESIAN COORDINATES (ANGSTROEM)
C 1.669 1.508 0.139
C 0.325 2.144 -0.310
C -0.459 0.062 1.512
C 2.395 0.419 -0.204
C 3.426 -0.321 -0.288
N -2.759 -1.715 -0.655
O -1.861 0.522 -0.625
P 3.463 -1.936 0.613
S -1.198 1.439 0.443
H 2.237 2.067 0.955
H 0.340 -0.290 0.849
H 0.427 3.178 -0.221
H 0.212 2.049 -1.438
H -1.151 -0.896 1.773
H -0.081 0.537 2.416
H -2.613 -0.550 -0.522
H 4.321 -0.240 -0.880
H -3.811 -1.827 -0.322
H -1.970 -2.167 -0.277
H -2.675 -1.732 -1.653
H 4.685 -1.754 1.476
H 4.303 -2.477 -0.360

What are the natural (NBO) partial charges on each atom? They are as follows, in elementary charge units: -0.3300 -0.6278 -0.7752 0.1022 -0.5141 -0.9566 -1.0011 0.2768 1.2135 0.2493 0.2499 0.2663 0.2816 0.2480 0.2485 0.4817 0.2680 0.4572 0.4292 0.4284 0.0144 -0.0102

Record 2
Here is a cluster of 2 separate species, C5H13NOS in total from the Open Molecules 2025 dataset. Energies are from ωB97M-V/def2-TZVPD.

Properties
frontier orbital gap (alpha / beta) = 8.1 / 7.2 eV
2S+1 = 1
energy above the lowest of the compared OMol25 structures with the same formula, charge and spin = 4.1080 eV

CARTESIAN COORDINATES (ANGSTROEM)
C -1.021 2.176 0.981
C 0.106 -0.068 1.494
C 1.296 1.557 -0.129
C -0.716 -2.427 -2.330
C 0.021 1.063 0.579
N -1.082 -1.709 -1.135
O -0.169 0.293 -2.580
S -1.203 -0.004 -1.587
H -1.694 2.546 0.082
H -1.579 1.900 1.838
H -0.460 3.019 1.132
H 0.863 -0.838 1.153
H -0.782 -0.617 1.549
H 0.568 0.289 2.443
H 2.007 0.934 -0.605
H 0.918 2.323 -0.803
H 2.096 1.993 0.579
H 0.291 -2.029 -2.645
H -0.575 -3.513 -2.216
H -1.493 -2.202 -3.130
H -1.954 -1.991 -0.763

What are the natural (NBO) partial charges on each atom? They are as follows, in elementary charge units: -0.6672 -0.7011 -0.6985 -0.4480 0.1365 -0.8105 -0.9115 1.1320 0.2175 0.2157 0.2119 0.2235 0.2242 0.2167 0.2392 0.2251 0.2144 0.2281 0.2095 0.1737 0.3687

Record 3
Here is a cluster of 2 separate species, C5H13NOS in total from the Open Molecules 2025 dataset. Energies are from ωB97M-V/def2-TZVPD.

Properties
frontier orbital gap (alpha / beta) = 6.8 / 5.3 eV
total charge = +1
2S+1 = 2
energy above the lowest of the compared OMol25 structures with the same formula, charge and spin = 4.5145 eV

CARTESIAN COORDINATES (ANGSTROEM)
C -1.153 -0.449 -0.886
C -1.863 0.807 -1.350
S -3.585 0.733 -0.818
C -1.003 -0.423 0.606
N 0.164 0.003 1.281
C 1.540 -0.461 1.039
C 2.262 0.367 -0.006
O 3.461 -0.330 -0.405
H -0.212 -0.580 -1.437
H -1.670 -1.393 -1.096
H -1.403 1.648 -0.820
H -1.766 0.977 -2.421
H -2.748 0.538 1.068
H -1.929 0.275 0.893
H -1.306 -1.378 1.042
H 0.098 0.747 1.956
H 1.485 -1.518 0.756
H 2.050 -0.366 1.993
H 2.637 1.301 0.410
H 1.735 0.624 -0.922
H 3.205 -1.122 -0.883

What are the natural (NBO) partial charges on each atom? They are as follows, in elementary charge units: -0.4853 -0.6010 0.4405 0.0939 -0.6829 -0.2317 -0.0855 -0.7018 0.2836 0.2450 0.2606 0.2794 0.3549 -0.0379 0.2104 0.4074 0.1956 0.2367 0.1984 0.1580 0.4615